(1)
The following is a DFT calculation (ωB97M-V/def2-TZVPD) of a gas-phase ion, C11H21N4O6P2 (charge +1).

Each line ends with the natural charge from an NBO analysis.
Element x y z (Å)
C 4.10 -2.07 1.93  -0.633
C 2.54 -1.66 2.27  -0.719
P 1.70 -1.03 0.68  0.934
C 2.93 -0.65 -0.73  -0.747
C 2.75 -1.71 -2.01  -0.618
N 0.80 0.49 0.94  -0.661
C 1.09 1.73 1.75  0.538
N 2.32 1.90 2.61  -0.781
N -0.09 2.63 1.46  -0.185
N -0.96 1.95 0.57  -0.194
C -2.25 2.39 -0.07  -0.558
P -1.76 3.12 -1.80  2.124
O -2.50 4.48 -2.14  -0.974
O -0.04 3.54 -1.65  -0.947
O -1.84 1.92 -3.08  -0.962
C -0.51 0.56 0.17  0.478
C -1.17 -0.58 -0.79  -0.582
C -1.87 -1.70 0.24  0.783
O -1.47 -1.72 1.54  -0.517
O -2.95 -2.63 -0.17  -0.512
C -4.08 -1.88 -0.73  0.747
C -5.04 -0.84 0.12  -0.756
O -4.37 -2.04 -2.05  -0.503
H 4.58 -2.81 2.71  0.260
H 4.70 -1.06 1.79  0.215
H 4.12 -2.63 0.88  0.220
H 1.94 -2.63 2.64  0.277
H 2.43 -0.85 3.14  0.230
H 2.62 0.41 -1.18  0.237
H 4.05 -0.55 -0.40  0.253
H 1.82 -1.32 -2.63  0.205
H 3.68 -1.66 -2.72  0.249
H 2.56 -2.77 -1.56  0.230
H 2.07 1.76 3.63  0.421
H 2.96 1.10 2.33  0.398
H -2.85 3.17 0.59  0.328
H -2.98 1.47 -0.27  0.271
H 0.52 2.93 -2.23  0.494
H -1.23 2.28 -3.81  0.523
H -0.33 -1.10 -1.47  0.325
H -2.01 -0.14 -1.49  0.302
H -5.04 0.26 -0.32  0.254
H -4.81 -0.84 1.29  0.256
H -6.16 -1.24 0.01  0.297

Summary:
HOMO level = -12.22 eV
gap between HOMO and LUMO = 7.79 eV
E_LUMO = -4.4 eV
structure (SMILES) = CCP(CC)n1c(N)n[n+](CP(=O)(O)O)c1CC(=O)OC(C)=O
net charge = +1

(2)
The following is a DFT calculation (ωB97M-V/def2-TZVPD) of C11H21NOS in the gas phase.

Each line ends with the natural charge from an NBO analysis.
Element x y z (Å)
C 2.38 0.47 2.73  -0.422
C 2.30 -0.86 3.01  -0.192
C 1.26 -1.80 2.53  -0.256
N 0.20 -0.94 1.79  -0.648
C -0.34 -1.21 0.56  0.655
O -0.08 -2.29 0.07  -0.626
C -0.86 -0.07 -0.31  -0.221
C -1.51 -0.56 -1.74  -0.400
C -1.85 0.54 -2.81  -0.621
C -1.87 0.62 0.69  -0.410
C -3.21 -0.02 1.08  -0.621
S 0.35 1.21 -0.76  0.214
C 1.58 0.42 -1.86  -0.516
C 2.43 1.62 -2.27  -0.613
H 1.69 1.07 2.09  0.200
H 3.12 1.20 3.10  0.211
H 3.13 -1.37 3.58  0.215
H 0.76 -2.37 3.34  0.215
H 1.66 -2.52 1.81  0.244
H 0.22 0.03 2.21  0.402
H -0.74 -1.17 -2.21  0.219
H -2.46 -1.18 -1.63  0.212
H -2.42 1.31 -2.19  0.208
H -2.40 0.06 -3.66  0.219
H -0.86 0.91 -3.23  0.207
H -1.22 1.05 1.55  0.201
H -2.08 1.42 0.05  0.204
H -3.49 -0.86 0.38  0.216
H -4.02 0.66 1.13  0.221
H -2.97 -0.49 2.03  0.215
H 2.20 -0.34 -1.31  0.220
H 1.21 -0.11 -2.74  0.212
H 2.82 2.12 -1.36  0.211
H 3.16 1.12 -2.77  0.212
H 1.92 2.35 -2.86  0.214

Summary:
HOMO level = -8.62 eV
gap between HOMO and LUMO = 9.39 eV
ΔE to the lowest compared entry with this formula, charge and spin = 191.9 kJ/mol
E_LUMO = 0.8 eV
structure (SMILES) = C=CCNC(=O)C(CC)(CC)SCC
net charge = 0

(3)
The following is a DFT calculation (ωB97M-V/def2-TZVPD) of a molecular structure, C11H22CoN6O5.

Each line ends with the Mulliken spin population.
Element x y z (Å)
O -2.98 -0.73 0.77  0.006
H -3.80 -0.61 1.24  0.000
Co -0.10 0.21 -0.31  2.480
N 0.61 -1.26 -1.16  0.177
N 1.15 1.05 -1.32  -0.032
O 0.24 -2.52 -0.96  0.050
O 1.31 2.42 -1.46  0.007
C 1.52 -1.04 -2.16  0.003
C 1.79 0.35 -2.28  0.092
C 2.10 -2.12 -3.01  0.009
C 2.58 1.09 -3.31  -0.002
H 1.56 -3.05 -2.80  0.001
H 3.17 -2.27 -2.83  -0.004
H 2.01 -1.88 -4.07  -0.001
H 2.83 2.10 -2.95  0.003
H 2.04 1.21 -4.27  0.009
H 3.52 0.57 -3.55  0.003
H -0.87 -2.51 -0.68  -0.001
H 0.75 2.77 -0.73  0.003
O 3.05 0.25 1.50  0.003
H 2.67 -0.64 1.59  0.000
H 2.80 0.61 0.62  0.005
C -1.82 0.46 -1.19  0.089
H -2.61 -0.05 -0.59  -0.016
H -1.73 0.06 -2.22  0.003
H -2.05 1.54 -1.23  0.014
O -2.09 -2.69 -0.27  0.002
H -2.58 -1.83 0.29  0.002
H -2.69 -2.77 -1.03  0.001
N -1.45 -0.66 3.23  0.007
C -1.22 -2.01 3.11  -0.003
C -0.49 -2.18 1.96  0.023
N -0.26 -0.93 1.38  0.015
C -0.80 -0.03 2.22  0.048
C -0.70 1.38 2.04  -0.011
N -0.16 1.99 0.97  0.008
C -0.04 3.34 1.28  0.004
C -0.60 3.54 2.53  0.001
N -1.03 2.31 2.97  0.004
H -2.12 -0.21 3.85  -0.001
H -1.63 -2.73 3.79  0.000
H -0.17 -3.10 1.49  -0.001
H 0.42 4.05 0.62  0.000
H -0.67 4.44 3.09  0.001
H -1.48 2.11 3.84  -0.001

Summary:
HOMO level (spin up / spin down) = -6.41 / -7.46 eV
spin multiplicity = 4
gap between HOMO and LUMO (spin up / spin down) = 6.50 / 7.44 eV
<S²> = 3.80
E_LUMO (spin up / spin down) = 0.1 / 0.0 eV
net charge = 0

Please write out number 3 again, unchanged.
The following is a DFT calculation (ωB97M-V/def2-TZVPD) of a molecular structure, C11H22CoN6O5.

Each line ends with the Mulliken spin population.
Element x y z (Å)
O -2.98 -0.73 0.77  0.006
H -3.80 -0.61 1.24  0.000
Co -0.10 0.21 -0.31  2.480
N 0.61 -1.26 -1.16  0.177
N 1.15 1.05 -1.32  -0.032
O 0.24 -2.52 -0.96  0.050
O 1.31 2.42 -1.46  0.007
C 1.52 -1.04 -2.16  0.003
C 1.79 0.35 -2.28  0.092
C 2.10 -2.12 -3.01  0.009
C 2.58 1.09 -3.31  -0.002
H 1.56 -3.05 -2.80  0.001
H 3.17 -2.27 -2.83  -0.004
H 2.01 -1.88 -4.07  -0.001
H 2.83 2.10 -2.95  0.003
H 2.04 1.21 -4.27  0.009
H 3.52 0.57 -3.55  0.003
H -0.87 -2.51 -0.68  -0.001
H 0.75 2.77 -0.73  0.003
O 3.05 0.25 1.50  0.003
H 2.67 -0.64 1.59  0.000
H 2.80 0.61 0.62  0.005
C -1.82 0.46 -1.19  0.089
H -2.61 -0.05 -0.59  -0.016
H -1.73 0.06 -2.22  0.003
H -2.05 1.54 -1.23  0.014
O -2.09 -2.69 -0.27  0.002
H -2.58 -1.83 0.29  0.002
H -2.69 -2.77 -1.03  0.001
N -1.45 -0.66 3.23  0.007
C -1.22 -2.01 3.11  -0.003
C -0.49 -2.18 1.96  0.023
N -0.26 -0.93 1.38  0.015
C -0.80 -0.03 2.22  0.048
C -0.70 1.38 2.04  -0.011
N -0.16 1.99 0.97  0.008
C -0.04 3.34 1.28  0.004
C -0.60 3.54 2.53  0.001
N -1.03 2.31 2.97  0.004
H -2.12 -0.21 3.85  -0.001
H -1.63 -2.73 3.79  0.000
H -0.17 -3.10 1.49  -0.001
H 0.42 4.05 0.62  0.000
H -0.67 4.44 3.09  0.001
H -1.48 2.11 3.84  -0.001

Summary:
HOMO level (spin up / spin down) = -6.41 / -7.46 eV
spin multiplicity = 4
gap between HOMO and LUMO (spin up / spin down) = 6.50 / 7.44 eV
<S²> = 3.80
E_LUMO (spin up / spin down) = 0.1 / 0.0 eV
net charge = 0

Repeat the third record exactly.
The following is a DFT calculation (ωB97M-V/def2-TZVPD) of a molecular structure, C11H22CoN6O5.

Each line ends with the Mulliken spin population.
Element x y z (Å)
O -2.98 -0.73 0.77  0.006
H -3.80 -0.61 1.24  0.000
Co -0.10 0.21 -0.31  2.480
N 0.61 -1.26 -1.16  0.177
N 1.15 1.05 -1.32  -0.032
O 0.24 -2.52 -0.96  0.050
O 1.31 2.42 -1.46  0.007
C 1.52 -1.04 -2.16  0.003
C 1.79 0.35 -2.28  0.092
C 2.10 -2.12 -3.01  0.009
C 2.58 1.09 -3.31  -0.002
H 1.56 -3.05 -2.80  0.001
H 3.17 -2.27 -2.83  -0.004
H 2.01 -1.88 -4.07  -0.001
H 2.83 2.10 -2.95  0.003
H 2.04 1.21 -4.27  0.009
H 3.52 0.57 -3.55  0.003
H -0.87 -2.51 -0.68  -0.001
H 0.75 2.77 -0.73  0.003
O 3.05 0.25 1.50  0.003
H 2.67 -0.64 1.59  0.000
H 2.80 0.61 0.62  0.005
C -1.82 0.46 -1.19  0.089
H -2.61 -0.05 -0.59  -0.016
H -1.73 0.06 -2.22  0.003
H -2.05 1.54 -1.23  0.014
O -2.09 -2.69 -0.27  0.002
H -2.58 -1.83 0.29  0.002
H -2.69 -2.77 -1.03  0.001
N -1.45 -0.66 3.23  0.007
C -1.22 -2.01 3.11  -0.003
C -0.49 -2.18 1.96  0.023
N -0.26 -0.93 1.38  0.015
C -0.80 -0.03 2.22  0.048
C -0.70 1.38 2.04  -0.011
N -0.16 1.99 0.97  0.008
C -0.04 3.34 1.28  0.004
C -0.60 3.54 2.53  0.001
N -1.03 2.31 2.97  0.004
H -2.12 -0.21 3.85  -0.001
H -1.63 -2.73 3.79  0.000
H -0.17 -3.10 1.49  -0.001
H 0.42 4.05 0.62  0.000
H -0.67 4.44 3.09  0.001
H -1.48 2.11 3.84  -0.001

Summary:
HOMO level (spin up / spin down) = -6.41 / -7.46 eV
spin multiplicity = 4
gap between HOMO and LUMO (spin up / spin down) = 6.50 / 7.44 eV
<S²> = 3.80
E_LUMO (spin up / spin down) = 0.1 / 0.0 eV
net charge = 0

The highest net charge belongs to which entry? C11H21N4O6P2